# 1
A structure of composition C33H54N6O9P2S2Sn at a distorted geometry. Source: OMol25; level of theory: wB97M-V/def2-TZVPD.

M = 923.6 u
ΔE to the lowest compared entry with this formula, charge and spin = 20.1 kcal/mol
HOMO level (alpha / beta) = -13.2814 / -13.2815 eV
charge = +2

Positions of all 107 atoms, in Å:
Sn1 -0.19163 0.39195 -0.26436
C1 -3.92921 -0.47823 -2.64914
C2 -4.42881 -0.97830 -1.30672
C3 -5.91570 -1.29531 -1.34573
O1 -3.71921 -2.20288 -0.98386
P1 -2.67990 -2.30720 0.18713
O2 -2.05427 -1.03167 0.59718
C4 -1.54637 -3.58034 -0.41847
P2 -0.77888 -2.90231 -1.93111
O3 -0.39592 -1.48252 -1.76737
O4 -1.73415 -3.00480 -3.15140
C5 -2.04790 -4.21943 -3.87731
C6 -1.26508 -4.21740 -5.18117
C7 -3.55253 -4.23377 -4.09949
O5 0.41167 -3.88232 -2.29974
C8 1.48935 -4.19227 -1.39552
C9 1.31485 -5.61353 -0.86671
C10 2.79578 -4.04959 -2.16533
O6 -3.37766 -2.80761 1.51811
C11 -4.13304 -3.99680 1.81188
C12 -4.99359 -4.46128 0.65067
C13 -3.20816 -5.10230 2.30911
H1 -4.36183 0.49475 -2.86061
H2 -4.21494 -1.17373 -3.43293
H3 -2.84660 -0.38295 -2.63201
H4 -4.20266 -0.24325 -0.52594
H5 -6.10331 -2.07048 -2.08579
H6 -6.47216 -0.40510 -1.62411
H7 -6.27487 -1.63622 -0.37776
H8 -2.05434 -4.52068 -0.61260
H9 -0.76608 -3.71049 0.32599
H10 -1.74181 -5.07716 -3.26640
H11 -1.53165 -3.34697 -5.77612
H12 -1.49006 -5.11658 -5.74925
H13 -0.19940 -4.18831 -4.96844
H14 -3.83520 -3.45710 -4.80700
H15 -4.06766 -4.05386 -3.15828
H16 -3.85181 -5.20043 -4.49575
H17 1.45878 -3.46303 -0.57925
H18 1.30661 -6.31706 -1.69622
H19 0.38690 -5.72901 -0.30925
H20 2.14767 -5.86476 -0.21465
H21 2.81066 -4.74749 -2.99909
H22 3.63671 -4.26155 -1.50959
H23 2.89386 -3.04087 -2.55790
H24 -4.77754 -3.67438 2.63970
H25 -4.38415 -4.83753 -0.16925
H26 -5.59914 -3.64176 0.27728
H27 -5.65271 -5.25623 0.99199
H28 -2.63044 -5.53780 1.49670
H29 -3.80203 -5.88890 2.76723
H30 -2.52371 -4.71157 3.05674
S1 4.80324 0.45192 -1.40624
C14 4.08863 -0.26449 -2.81663
C15 4.71542 -0.82299 -3.92088
C16 3.91814 -1.33080 -4.92788
C17 2.52309 -1.27254 -4.84322
C18 1.88983 -0.71354 -3.75438
C19 2.67716 -0.21681 -2.71169
N1 2.22973 0.33776 -1.55256
C20 3.19525 0.73573 -0.78700
C21 3.00214 1.38307 0.49620
C22 3.98632 2.24991 1.01757
C23 3.79962 2.90828 2.21057
C24 2.64804 2.72666 2.95149
C25 1.64986 1.86728 2.47672
C26 1.90614 1.27703 1.29355
H31 5.79121 -0.85003 -3.98907
H32 4.38136 -1.77621 -5.79524
H33 1.93385 -1.66600 -5.65624
H34 0.81330 -0.65342 -3.67597
H35 4.87807 2.39949 0.42752
H36 4.56447 3.58296 2.56445
H37 2.49876 3.23432 3.89101
H38 0.75103 1.71038 3.04829
C27 -0.33292 -2.50531 4.53069
C28 -0.12469 -2.83941 3.06864
S2 0.95025 -1.55137 2.32363
O7 0.93243 -1.83451 0.85933
C29 2.60322 -2.17600 2.88839
C30 3.07218 -3.37503 2.09920
H39 -1.05342 -3.18593 4.97734
H40 -0.70255 -1.48699 4.62320
H41 0.59257 -2.58867 5.09487
H42 -1.06003 -2.76391 2.51355
H43 0.32026 -3.82329 2.93108
H44 2.51630 -2.39275 3.94836
H45 3.27557 -1.32913 2.75791
H46 2.45188 -4.24559 2.29214
H47 4.09297 -3.62336 2.37358
H48 3.04423 -3.15488 1.03530
C31 -1.52751 3.67162 -2.81215
C32 -0.98961 2.68565 -1.78487
O8 0.02020 2.93910 -1.13167
O9 -1.64160 1.61006 -1.67266
H49 -0.70751 4.28417 -3.17878
H50 -2.27388 4.30909 -2.34055
H51 -2.00406 3.12539 -3.62160
N2 -3.08763 0.90430 4.74111
N3 -2.67906 1.26986 3.51356
N4 -3.30238 2.18478 2.82277
C33 -2.51759 2.32746 1.76876
N5 -1.46144 1.52092 1.84068
N6 -1.57739 0.84796 2.96014
H52 -4.02712 1.23511 4.93578
H53 -2.91912 -0.06948 4.96328
H54 -2.69981 3.01221 0.97188

# 2
A structure of composition C33H55BaN7O8. Source: OMol25; level of theory: wB97M-V/def2-TZVPD.

M = 815.2 u
ΔE to the lowest compared entry with this formula, charge and spin = 0.0 kcal/mol
HOMO level = -6.5204 eV

Positions of all 104 atoms, in Å:
Ba1 0.41491 0.69163 -1.31705
C1 -3.99852 -4.05699 1.24250
C2 -2.92046 -3.07109 1.69994
C3 -1.85079 -3.86561 2.46803
C4 -0.52233 -3.18971 2.87866
C5 -0.08809 -3.66977 4.25957
C6 0.59997 -3.49655 1.88539
N1 -0.64923 -1.68455 2.86752
C7 -1.36723 -0.97789 3.96412
C8 -0.75086 0.40134 4.16193
N2 -0.73125 1.21458 2.93841
C9 0.65219 1.63119 2.65303
C10 1.49718 0.50564 2.04112
O1 1.74593 -0.51403 2.73297
O2 1.85345 0.68657 0.85065
C11 -1.60771 2.42069 2.96041
C12 -2.95541 2.20873 3.65412
C13 -1.77245 3.08607 1.57652
C14 -2.67215 2.55785 0.42928
C15 -4.15138 2.90448 0.67843
C16 -2.26267 3.33628 -0.82568
N3 -2.45462 1.12212 0.11005
C17 -3.21481 0.16135 0.90963
C18 -3.39566 -1.19511 0.23640
N4 -2.39222 -2.20862 0.62445
C19 -1.88537 -2.96114 -0.53754
C20 -0.94770 -2.02089 -1.30606
O3 -1.48634 -1.16361 -2.03919
O4 0.28392 -2.09011 -1.05264
H1 -4.41387 -4.58763 2.10100
H2 -3.57711 -4.80135 0.56449
H3 -4.82067 -3.55962 0.72954
H4 -3.38453 -2.37644 2.40820
H5 -1.59522 -4.76177 1.89706
H6 -2.35213 -4.23229 3.36794
H7 0.16689 -4.72770 4.18861
H8 -0.87487 -3.57636 5.00820
H9 0.80099 -3.13310 4.59832
H10 0.68702 -4.57637 1.76120
H11 1.54693 -3.10786 2.26450
H12 0.42189 -3.04320 0.90871
H13 0.33367 -1.28827 2.83529
H14 -1.09163 -1.45665 1.95616
H15 -1.26034 -1.54942 4.88264
H16 -2.42603 -0.92041 3.71649
H17 0.27473 0.24634 4.50013
H18 -1.27428 0.88986 4.98247
H19 1.13953 2.01099 3.56374
H20 0.64162 2.43452 1.92833
H21 -1.08331 3.18789 3.55640
H22 -3.50981 1.35867 3.25751
H23 -3.56671 3.09878 3.50765
H24 -2.85646 2.07902 4.72971
H25 -0.78581 3.27142 1.14753
H26 -2.15243 4.08907 1.79691
H27 -4.27056 3.98891 0.66446
H28 -4.53823 2.54478 1.62932
H29 -4.77431 2.49353 -0.12064
H30 -2.21335 4.40794 -0.62872
H31 -2.97884 3.17369 -1.63526
H32 -1.27581 3.04169 -1.18533
H33 -2.73465 0.98660 -0.85905
H34 -4.21364 0.54626 1.13805
H35 -2.70322 0.01974 1.86143
H36 -3.37335 -1.07472 -0.84559
H37 -4.39490 -1.55828 0.49211
H38 -2.69470 -3.30312 -1.19179
H39 -1.32749 -3.82559 -0.18248
O5 1.20183 8.17884 -2.75066
C21 0.58190 7.55758 -1.87417
O6 -0.31675 7.89835 -1.08170
C22 0.96574 6.07791 -1.74424
C23 1.31200 5.54900 -0.50162
C24 1.56723 4.19892 -0.38660
N5 1.46432 3.35758 -1.42210
C25 1.18577 3.86338 -2.63534
C26 0.96717 5.21520 -2.83666
C27 1.19892 2.87181 -3.79962
O7 1.76925 3.20671 -4.83282
O8 0.66560 1.72812 -3.56647
H40 1.34711 6.19855 0.36408
H41 1.86440 3.75479 0.55975
H42 0.79028 5.59613 -3.83367
C28 4.14975 -2.06007 -3.62041
C29 2.80822 -1.46149 -3.12915
N6 3.06444 -0.21752 -2.41522
C30 3.94915 -0.43919 -1.27824
C31 5.33580 -0.90717 -1.78606
N7 5.22832 -1.06337 -3.28129
C32 4.93442 0.27069 -3.92935
C33 3.61189 0.79234 -3.31953
H43 4.18109 -2.21334 -4.69742
H44 4.41014 -2.99176 -3.12117
H45 2.28628 -2.15109 -2.46597
H46 2.15074 -1.24477 -3.97097
H47 3.49833 -1.17499 -0.61340
H48 4.03546 0.48542 -0.71079
H49 5.64069 -1.87008 -1.38054
H50 6.12327 -0.17923 -1.60022
H51 6.11524 -1.40916 -3.63788
H52 4.86252 0.09281 -5.00080
H53 5.78683 0.91847 -3.73501
H54 2.88378 1.01976 -4.09707
H55 3.77350 1.71436 -2.76136

# 3
A cluster of 4 separate species, C33H56BrFN9O11PS in total at a distorted geometry. Source: OMol25; level of theory: wB97M-V/def2-TZVPD.

M = 916.8 u
SMILES = CP(C)[C@](CC(=O)Br)(O[C@H](CCCNCc1ccccc1O)CCC(=O)O)[C@@H](CCCNCc1ccccc1O)NS(=O)(=O)F.NC(N)=O.NC(N)=O.NC(N)=O
HOMO level = -7.8134 eV

Positions of all 113 atoms, in Å:
C1 0.13389 -2.15962 6.13381
P1 -0.74881 -1.01726 4.89625
C2 0.19670 0.56880 4.48451
C3 -1.45595 -1.93660 3.37989
C4 -2.56101 -3.00958 4.04915
C5 -2.14707 -4.59223 3.74445
O1 -1.39063 -5.19165 4.70604
Br1 -2.75102 -5.58264 2.10300
O2 -0.49755 -2.87477 2.72595
C6 0.73359 -2.22408 2.29097
C7 0.89079 -2.62739 0.67218
C8 1.31852 -1.25180 -0.13724
C9 1.69250 -1.48342 -1.71674
N1 2.32179 -0.22488 -2.34888
C10 1.25635 0.71153 -2.88034
C11 1.19800 1.98897 -1.80452
C12 2.59048 2.63967 -1.16140
C13 2.45226 3.87147 -0.06350
C14 0.99569 4.47118 0.41251
C15 -0.34862 3.81724 -0.29623
C16 -0.28804 2.59030 -1.39457
O3 -1.47968 1.99038 -2.03971
C17 2.02603 -2.90456 3.03490
C18 3.48446 -2.54322 2.38382
C19 3.98579 -0.99214 2.62787
O4 5.31113 -0.83502 2.90388
O5 3.13476 0.20728 2.62380
C20 -2.21415 -0.93295 2.27979
C21 -3.11033 -1.76803 1.16377
C22 -3.52606 -0.73153 -0.04389
C23 -5.13774 -0.48555 -0.21656
N2 -6.00460 -1.69934 0.03487
C24 -6.68234 -2.21250 -1.21535
C25 -5.81440 -3.44009 -1.94027
C26 -5.53159 -4.87916 -1.16777
C27 -4.69225 -6.01268 -2.02356
C28 -4.17525 -5.70890 -3.57394
C29 -4.44692 -4.26261 -4.34946
C30 -5.28239 -3.12402 -3.47707
O6 -5.55088 -1.82448 -4.11797
N3 -2.87460 0.26980 2.86753
S1 -4.26963 0.01752 3.83298
O7 -3.98738 -0.42994 5.32094
O8 -5.37598 -0.89186 3.25565
F1 -5.02791 1.58692 4.01645
H1 -0.60949 -2.54902 6.97952
H2 0.98094 -1.57094 6.69361
H3 0.57448 -3.14505 5.63053
H4 0.18974 0.82042 3.32093
H5 -0.18314 1.52645 5.04275
H6 1.33271 0.40956 4.79109
H7 -3.65907 -2.79889 3.71665
H8 -2.55769 -2.92269 5.24002
H9 0.73024 -1.05428 2.29975
H10 -0.16969 -3.02566 0.29936
H11 1.63766 -3.52160 0.52065
H12 0.42242 -0.48812 -0.04469
H13 2.30544 -0.86245 0.39161
H14 2.54008 -2.31457 -1.78722
H15 0.79299 -1.87992 -2.36436
H16 3.01168 -0.49917 -3.08572
H17 0.20948 0.16063 -2.91509
H18 1.47636 1.11186 -3.98076
H19 3.65859 2.23918 -1.47595
H20 3.44300 4.33751 0.40121
H21 0.90147 5.33490 1.22949
H22 -1.39306 4.24815 0.02622
H23 -2.01347 1.46666 -1.37243
H24 2.07100 -2.53299 4.16834
H25 1.83285 -4.07960 3.11851
H26 3.60810 -2.80098 1.24931
H27 4.27902 -3.22708 2.95604
H28 3.49486 0.76385 3.40174
H29 -1.31189 -0.49332 1.62758
H30 -3.99992 -2.37488 1.61258
H31 -2.34846 -2.54587 0.67438
H32 -2.98592 -1.04275 -1.05842
H33 -3.05655 0.33090 0.23152
H34 -5.30662 -0.09505 -1.32839
H35 -5.53901 0.37044 0.49515
H36 -6.73794 -1.50852 0.77080
H37 -7.69465 -2.72422 -0.86016
H38 -6.98537 -1.36547 -1.96384
H39 -5.90704 -5.06431 -0.07448
H40 -4.45263 -7.07868 -1.57958
H41 -3.58834 -6.52710 -4.18018
H42 -4.08861 -4.02573 -5.45015
H43 -4.75541 -1.24058 -3.89564
H44 -2.22758 1.01617 3.19141
N4 7.23471 6.08753 0.12014
C31 5.90451 6.09232 -0.08068
N5 5.42056 7.23932 -0.59042
O9 5.19439 5.13369 0.17842
H45 7.83599 6.86705 -0.08700
H46 7.63958 5.24309 0.50269
H47 4.42371 7.28481 -0.75695
H48 5.98936 8.03947 -0.81030
N6 6.48164 2.43116 -3.81822
C32 6.84269 3.56061 -3.18279
N7 6.25489 3.74083 -1.98628
O10 7.63909 4.35712 -3.65363
H49 5.82752 1.76320 -3.44664
H50 6.90110 2.25720 -4.72217
H51 6.49917 4.57877 -1.47474
H52 5.59671 3.09632 -1.58190
N8 0.33740 3.75497 -4.78227
C33 0.63534 3.07116 -5.90183
N9 0.56766 3.79532 -7.03349
O11 0.94232 1.88963 -5.89162
H53 0.08243 4.72809 -4.77057
H54 0.37631 3.24695 -3.90834
H55 0.78454 3.31850 -7.89900
H56 0.31682 4.76917 -7.06210

# 4
A structure of composition C33H56F6IN2O5Si3Ti at a distorted geometry. Source: OMol25; level of theory: wB97M-V/def2-TZVPD.

M = 933.8 u
ΔE to the lowest compared entry with this formula, charge and spin = 9.8 kcal/mol
HOMO level = -11.6039 eV
charge = +1

Positions of all 107 atoms, in Å:
Ti1 0.55586 -1.32781 -0.07631
C1 1.34148 -2.82645 4.75807
Si1 1.59146 -2.45133 2.91999
C2 2.02369 -4.15486 2.19431
C3 2.90771 -1.08488 2.93748
C4 0.06088 -1.82980 1.94812
C5 -0.61925 -2.99841 1.37769
C6 -1.46814 -3.91190 2.01291
C7 -1.95130 -4.98956 1.30514
C8 -1.58219 -5.16136 -0.03230
C9 -0.77641 -4.21671 -0.61382
N1 -0.31138 -3.16216 0.07175
Si2 -1.07039 -0.68296 2.98828
C10 0.05638 0.75444 3.44477
C11 -1.68755 -1.39631 4.63350
C12 -2.65650 -0.28877 2.05261
H1 2.24279 -3.30966 5.14246
H2 0.50256 -3.49644 4.95636
H3 1.19312 -1.91372 5.33757
H4 2.98752 -4.52553 2.54663
H5 2.01843 -4.17573 1.10294
H6 1.27341 -4.87518 2.52939
H7 3.90661 -1.49298 3.09702
H8 2.71168 -0.41783 3.77653
H9 2.90751 -0.48559 2.02832
H10 -1.70906 -3.76411 3.05749
H11 -2.61255 -5.70591 1.77524
H12 -1.93136 -6.00714 -0.60525
H13 -0.49478 -4.29409 -1.65603
H14 0.85579 0.40825 4.10010
H15 -0.48078 1.52988 3.98993
H16 0.49703 1.19193 2.54797
H17 -0.88542 -1.79511 5.25256
H18 -2.44133 -2.17642 4.50682
H19 -2.16036 -0.58940 5.19862
H20 -2.46513 0.28015 1.14553
H21 -3.34855 0.28632 2.67027
H22 -3.16518 -1.21484 1.77717
I1 -2.99814 -1.83105 -1.29168
C13 -1.52994 -1.64374 -2.76418
C14 -1.94041 -1.62290 -4.08842
C15 -0.98401 -1.45526 -5.07416
C16 0.34268 -1.32291 -4.69791
C17 0.65722 -1.39561 -3.35664
N2 -0.25164 -1.56524 -2.38565
H23 -2.98640 -1.73075 -4.33024
H24 -1.27122 -1.42205 -6.11668
H25 1.12539 -1.17882 -5.42855
H26 1.68757 -1.32583 -3.04809
C18 -2.45305 3.31493 2.16434
C19 -1.25994 3.69548 1.29265
C20 -0.09944 4.21516 2.13867
C21 -1.68515 4.79161 0.32086
O1 -0.79552 2.51285 0.62464
Si3 -0.82891 1.67837 -0.75506
O2 -0.26779 0.17732 -0.29925
O3 -2.25453 1.41226 -1.48168
C22 -3.16448 2.20812 -2.27577
C23 -3.59601 1.36571 -3.47048
C24 -4.37944 2.50789 -1.40310
C25 -2.52554 3.48839 -2.80394
O4 0.10853 2.32250 -1.91995
C26 1.45319 2.82486 -1.94906
C27 2.04512 2.37207 -3.27964
C28 2.27580 2.31439 -0.77099
C29 1.39626 4.34859 -1.89130
H27 -2.83808 4.19502 2.67898
H28 -2.16829 2.56539 2.89951
H29 -3.24557 2.89585 1.54161
H30 -0.41839 5.07960 2.72052
H31 0.72853 4.52094 1.49636
H32 0.25845 3.44630 2.81954
H33 -1.84235 5.71726 0.87330
H34 -2.62081 4.53277 -0.17235
H35 -0.91659 4.96577 -0.43291
H36 -4.11410 0.46823 -3.13188
H37 -2.72231 1.08797 -4.05740
H38 -4.27087 1.94140 -4.10393
H39 -4.81067 1.57154 -1.04629
H40 -5.13015 3.05189 -1.97611
H41 -4.09675 3.10885 -0.53864
H42 -1.66904 3.24941 -3.43211
H43 -2.18281 4.12465 -1.99245
H44 -3.25974 4.03824 -3.39215
H45 2.02154 1.28577 -3.34270
H46 3.07522 2.71303 -3.38465
H47 1.45176 2.77432 -4.10152
H48 2.21690 1.23168 -0.71130
H49 1.89325 2.72666 0.16590
H50 3.31394 2.61576 -0.88977
H51 0.77993 4.73587 -2.70333
H52 2.40060 4.76434 -1.97421
H53 0.96384 4.66545 -0.94139
C30 4.50209 -2.53418 0.54672
C31 3.55034 -2.07136 -0.55990
O5 2.31627 -1.59965 -0.11350
C32 3.34252 -3.26041 -1.58517
F1 3.88470 -4.39825 -1.15667
F2 2.02640 -3.51499 -1.76280
F3 3.83523 -3.01235 -2.80241
C33 4.30366 -0.91673 -1.27414
F4 3.59635 -0.40013 -2.29740
F5 5.48684 -1.30853 -1.75013
F6 4.52415 0.07551 -0.40161
H54 4.01588 -3.26415 1.18153
H55 4.79244 -1.67611 1.14479
H56 5.38921 -2.97705 0.10153

The highest M belongs to which entry?
C33H56F6IN2O5Si3Ti

Number 3 is which compound?
C33H56BrFN9O11PS

Look up the M of the second one.
815.2 u

What is the formula in the third record?
C33H56BrFN9O11PS